1.
{"formula": "C9H11NO2S", "method": "ωB97M-V with the def2-TZVPD basis set", "smiles": "N[S@@](=O)(Oc1ccccc1)=C1CC1", "spin_multiplicity": 1, "e_lumo_ev": 0.39, "total_energy_ev": -25926.0330, "fmax_ev_per_a": 3.70, "symbols": ["H", "H", "S", "C", "H", "H", "H", "C", "C", "O", "H", "C", "C", "C", "H", "C", "C", "C", "H", "O", "H", "H", "H", "N"], "coordinates": [[1.81, -2.69, -0.98], [-4.39, -1.50, 0.30], [1.19, -0.47, -0.44], [2.93, 0.96, 1.10], [4.03, 1.68, -0.74], [3.00, -0.02, 1.74], [4.14, 0.04, -0.54], [-2.76, 1.46, -0.44], [-3.80, 0.56, -0.31], [0.70, -0.45, -1.82], [-3.12, 2.38, -0.89], [-3.57, -0.73, 0.16], [-2.31, -1.15, 0.49], [-1.29, -0.29, 0.32], [2.78, 1.99, 1.50], [-1.45, 1.01, -0.07], [3.52, 0.90, -0.26], [2.04, 0.98, -0.13], [-2.20, -2.23, 0.60], [-0.02, -0.70, 0.63], [-0.52, 1.55, 0.12], [2.05, -2.34, 0.52], [-4.82, 1.01, -0.49], [2.05, -1.98, -0.37]]}


2.
{"formula": "C9H11NO3PS", "method": "ωB97M-V with the def2-TZVPD basis set", "spin_multiplicity": 1, "e_lumo_ev": 3.31, "charge": -1, "total_energy_ev": -37269.9062, "fmax_ev_per_a": 5.03, "symbols": ["C", "C", "H", "H", "C", "H", "H", "H", "C", "C", "H", "H", "P", "O", "H", "C", "C", "C", "S", "H", "N", "C", "H", "H", "O", "O"], "coordinates": [[-2.62, 0.30, 0.29], [-3.52, -0.47, 0.98], [5.63, 1.18, 0.12], [-0.38, 0.98, -0.35], [-5.23, 0.52, -0.28], [2.99, -1.41, -0.16], [5.62, -1.00, 1.09], [4.02, -2.50, 0.45], [-4.39, 1.13, -1.12], [4.79, -0.68, 0.47], [-6.31, 0.46, -0.59], [-2.32, 1.34, -1.59], [-0.88, 0.12, 0.81], [-0.46, -1.33, 0.90], [-4.74, 2.01, -1.64], [-4.88, -0.40, 0.65], [4.81, 0.53, -0.08], [-3.00, 1.08, -0.83], [-0.55, 1.10, 2.48], [4.06, 0.95, -0.68], [3.71, -1.55, 0.43], [-0.44, -3.18, 0.13], [-5.59, -0.79, 1.40], [-3.27, -1.11, 1.79], [-1.52, -3.30, -0.31], [0.63, -3.52, 0.38]]}


3.
{"formula": "C9H11NO4", "method": "ωB97M-V with the def2-TZVPD basis set", "smiles": "COc1ccc([C@@H](OC)ON=O)cc1", "spin_multiplicity": 1, "e_lumo_ev": 0.39, "total_energy_ev": -19187.1244, "fmax_ev_per_a": 2.59, "symbols": ["H", "O", "H", "H", "C", "C", "H", "C", "N", "C", "H", "H", "C", "O", "O", "H", "C", "C", "H", "H", "O", "C", "C", "H", "H"], "coordinates": [[-3.60, 2.41, 0.47], [-2.52, -0.04, -0.18], [-5.15, -0.40, 2.65], [-3.59, -1.27, 2.80], [-2.22, 0.88, 2.17], [-4.09, -0.29, 2.92], [-1.37, 5.42, -2.37], [-1.70, 2.06, 1.38], [-1.94, -0.85, 0.51], [0.11, 3.58, 0.95], [-2.80, 4.46, -0.71], [-1.78, 6.62, -1.12], [-0.39, 2.49, 1.63], [-3.55, 0.72, 2.06], [-1.32, -0.29, 1.59], [1.11, 3.95, 1.11], [-0.73, 4.28, 0.05], [-2.08, 3.88, -0.12], [-4.01, -0.04, 4.00], [-1.92, 0.99, 3.27], [-0.19, 5.34, -0.62], [-2.56, 2.77, 0.55], [-0.96, 6.08, -1.60], [0.20, 1.92, 2.35], [-0.24, 6.77, -2.03]]}


4.
{"formula": "C9H11NO5", "method": "ωB97M-V with the def2-TZVPD basis set", "spin_multiplicity": 1, "e_lumo_ev": [-0.87, -0.87], "total_energy_ev": -21231.1170, "fmax_ev_per_a": 5.41, "symbols": ["C", "C", "O", "C", "H", "H", "O", "H", "N", "C", "C", "O", "H", "H", "C", "C", "C", "O", "C", "O", "H", "H", "H", "H", "H", "H"], "coordinates": [[0.63, -0.48, -0.28], [2.52, -1.79, 0.71], [1.30, 3.19, 1.77], [2.73, -0.83, 1.67], [-2.13, -0.11, 0.45], [1.49, -2.18, -1.16], [0.23, 3.55, -0.12], [-2.49, 0.70, 2.03], [0.38, 3.03, 0.95], [1.97, 0.34, 1.63], [0.98, 0.44, 0.71], [-0.24, -0.26, -1.30], [0.41, 2.06, 2.80], [2.02, 1.03, 2.47], [-0.55, 2.06, 1.30], [1.53, -1.58, -0.27], [-0.14, 0.95, -2.07], [-1.71, 2.03, 0.62], [-2.49, 0.89, 0.88], [-0.48, 1.65, 2.53], [0.88, 0.92, -2.74], [3.30, -2.61, 0.59], [-0.21, 1.84, -1.45], [3.56, -0.90, 2.33], [-3.43, 1.20, 0.70], [-0.93, 0.94, -2.76]]}


5.
{"formula": "C9H11NS", "method": "ωB97M-V with the def2-TZVPD basis set", "spin_multiplicity": 1, "e_lumo_ev": 0.80, "total_energy_ev": -21832.1706, "fmax_ev_per_a": 5.37, "symbols": ["H", "S", "H", "H", "C", "C", "H", "C", "H", "H", "C", "H", "C", "H", "C", "H", "C", "N", "H", "C", "H", "C"], "coordinates": [[1.87, 2.57, 0.68], [0.97, -1.34, 0.77], [3.08, 1.10, -1.12], [-1.21, 0.24, 1.19], [-1.60, -0.56, 0.50], [-3.02, -1.02, 0.80], [-2.94, -1.37, 1.78], [2.72, 0.66, -0.18], [-2.30, 0.11, -2.68], [2.39, 1.45, 1.89], [-0.69, -1.72, 0.23], [-3.72, -0.23, 0.50], [-1.35, 0.01, -2.14], [3.43, -0.02, 0.12], [0.30, 0.20, -1.06], [-3.31, -1.82, 0.23], [1.38, -0.01, -0.34], [-0.38, 0.85, -2.28], [3.62, 2.32, 1.02], [2.58, 1.80, 0.90], [-0.88, -2.68, -0.01], [-0.92, -0.53, -0.81]]}


6.
{"formula": "C9H11NS", "method": "ωB97M-V with the def2-TZVPD basis set", "spin_multiplicity": 1, "e_lumo_ev": [-0.52, -0.34], "total_energy_ev": -21833.0296, "fmax_ev_per_a": 0.92, "symbols": ["C", "H", "C", "C", "C", "C", "N", "H", "C", "H", "C", "H", "C", "C", "H", "H", "H", "S", "H", "H", "H", "H"], "coordinates": [[-0.73, 1.57, 0.73], [-2.75, -2.02, -0.99], [-0.65, 0.25, 0.18], [0.19, 2.52, 0.40], [-2.38, -1.86, 0.02], [1.38, 0.94, -0.97], [3.65, -1.66, -0.34], [3.23, -2.58, -0.45], [-3.05, -0.79, 0.87], [2.20, 0.71, -1.63], [-1.71, -0.61, 0.32], [-3.16, -0.96, 1.93], [1.24, 2.23, -0.48], [0.51, -0.07, -0.59], [1.93, 3.00, -0.77], [0.11, 3.52, 0.81], [0.61, -1.07, -0.99], [2.97, -0.70, 0.84], [-2.04, -2.77, 0.50], [3.87, -1.21, -1.21], [-1.56, 1.80, 1.38], [-3.87, -0.23, 0.44]]}


7.
{"formula": "C9H11NS2", "method": "ωB97M-V with the def2-TZVPD basis set", "smiles": "CC(C)[C@@H](C#N)Sc1cccs1", "spin_multiplicity": 1, "e_lumo_ev": 0.59, "total_energy_ev": -32670.3481, "fmax_ev_per_a": 4.98, "symbols": ["C", "S", "H", "C", "H", "H", "H", "C", "N", "H", "H", "C", "C", "H", "C", "H", "C", "H", "H", "C", "C", "S", "H"], "coordinates": [[1.30, 1.59, 0.71], [-1.00, 0.82, -0.78], [1.83, 1.10, 2.73], [0.63, 0.35, 0.20], [1.84, 2.12, -0.14], [-0.24, -1.06, -3.03], [-0.46, 1.91, 1.71], [0.30, 2.53, 1.28], [-0.18, -1.10, 2.21], [1.27, -0.30, -0.35], [2.63, 0.05, 1.51], [-1.52, -0.77, -1.30], [-1.02, -1.39, -2.43], [3.00, 1.89, 1.88], [-2.50, -2.98, -1.71], [-1.58, -3.36, -3.45], [0.23, -0.47, 1.34], [0.72, 3.12, 2.03], [-0.18, 3.19, 0.53], [-1.56, -2.69, -2.63], [2.31, 1.14, 1.83], [-2.73, -1.76, -0.52], [-3.10, -3.93, -1.62]]}


8.
{"formula": "C9H11O2P", "method": "ωB97M-V with the def2-TZVPD basis set", "spin_multiplicity": 1, "e_lumo_ev": [-0.41, -1.90], "total_energy_ev": -22890.0136, "fmax_ev_per_a": 3.40, "symbols": ["C", "C", "C", "O", "C", "C", "C", "H", "H", "H", "C", "H", "C", "O", "H", "H", "C", "H", "H", "H", "H", "P", "H"], "coordinates": [[-2.53, 1.22, -0.17], [-3.84, -0.80, -0.36], [0.92, 1.10, -0.22], [-0.54, -1.57, 0.70], [2.44, -0.72, 1.49], [-1.46, -0.95, 0.10], [-2.73, -1.59, -0.19], [2.70, 0.26, -2.39], [1.64, 1.72, 0.30], [2.30, -1.75, 1.75], [-3.74, 0.55, -0.41], [0.90, 1.34, -1.21], [2.99, -0.18, -1.36], [-0.30, 1.26, 0.42], [-4.92, -1.09, -0.63], [3.61, -0.67, 1.57], [-1.43, 0.47, 0.03], [1.72, -0.21, 2.20], [3.89, -0.70, -1.24], [-2.57, 2.22, 0.02], [-2.70, -2.62, -0.08], [1.79, -0.50, -0.25], [-4.63, 1.20, -0.57]]}


9.
{"formula": "C9H11O3", "method": "ωB97M-V with the def2-TZVPD basis set", "spin_multiplicity": 1, "e_lumo_ev": 3.65, "charge": -1, "total_energy_ev": -15655.6369, "fmax_ev_per_a": 1.46, "symbols": ["H", "H", "O", "H", "H", "C", "C", "C", "C", "H", "O", "H", "H", "O", "C", "C", "C", "H", "C", "H", "C", "H", "H"], "coordinates": [[4.64, 0.68, 1.65], [-4.64, 0.75, -3.22], [-3.10, -1.23, -1.37], [-5.13, -0.06, -1.71], [1.24, -2.77, 1.00], [3.68, 1.05, 2.03], [1.57, 1.04, 0.59], [-3.02, -0.13, -2.10], [-4.38, 0.55, -2.19], [1.59, 2.12, 0.45], [-0.87, -1.58, -0.12], [-0.24, 1.00, -0.54], [3.78, 0.74, 3.07], [-2.02, 0.31, -2.61], [2.33, -1.01, 1.46], [1.27, -1.70, 0.90], [2.48, 0.37, 1.38], [-4.27, 1.52, -1.70], [0.19, -0.96, 0.28], [3.62, 2.08, 1.72], [0.46, 0.40, 0.03], [3.03, -1.66, 1.98], [-2.21, -1.53, -0.99]]}


Energy relative to the best compared isomer or geometry (same formula, charge and spin) / kcal/mol: 144.0 51.5 120.1 193.1 80.2 60.4 43.8 157.1 15.3